No. 1
The following is a quantum chemistry calculation of 2 unconnected molecules or ions with the total composition C2F5NO, from the OMol25 dataset.

```
! wB97M-V def2-TZVPD RIJCOSX def2/J DEFGRID3
* xyz 0 1
F 1.43 0.29 -1.56
F -0.97 -1.44 0.36
F -0.25 -0.81 -2.16
C -0.78 -0.18 0.35
F 1.25 -0.53 1.23
F -1.92 0.50 0.59
C 0.36 0.49 1.06
O 0.54 1.64 1.16
N 0.11 0.34 -1.63
*
```

Results
E_tot   -19192.7257 eV
Energy relative to the best compared isomer or geometry (same formula, charge and spin)   73.1 kcal/mol

No. 2
The following is a quantum chemistry calculation of 2 unconnected molecules or ions with the total composition C15H26N, from the OMol25 dataset.

```
! wB97M-V def2-TZVPD RIJCOSX def2/J DEFGRID3
* xyz 1 1
H 1.39 -1.43 -2.47
C 3.27 -2.19 3.15
H -2.71 -1.56 -1.27
H -4.20 -0.67 -1.68
C 2.53 -3.24 1.04
N 2.18 -0.88 1.24
H 3.10 -0.68 0.84
C -0.56 2.08 -1.16
H -0.77 -1.24 -2.14
C 0.90 2.41 -1.25
C -3.32 1.63 -1.06
H 1.50 1.80 -0.56
H 2.47 -4.22 1.54
H 1.82 -3.24 0.21
H 3.09 -1.42 3.90
C -2.82 2.89 -0.70
C -2.50 0.58 -1.45
H -2.96 -0.94 -2.91
H 1.63 0.30 -2.74
C -1.05 0.76 -1.50
C 0.86 -2.31 2.66
H 3.22 -3.16 3.64
C -0.25 -0.32 -1.85
H 0.79 -3.29 3.15
H -4.40 1.46 -1.04
H 3.54 -3.14 0.63
H 1.30 2.29 -2.26
C -3.12 -0.72 -1.85
H 1.89 -0.09 1.81
H -3.15 4.87 -0.01
H -4.47 4.23 -1.02
C -3.73 3.98 -0.25
C -1.43 3.08 -0.77
H 1.79 -0.41 -1.10
H -1.03 4.06 -0.50
C 1.21 -0.43 -2.04
C 2.23 -2.13 2.03
H 0.06 -2.24 1.91
H 4.28 -2.06 2.76
H 0.68 -1.55 3.43
H 1.04 3.46 -0.97
H -4.30 3.67 0.65
*
```

Results
E_tot   -17460.2452 eV
Energy relative to the best compared isomer or geometry (same formula, charge and spin)   17.2 kcal/mol

No. 3
The following is a quantum chemistry calculation of 2 unconnected molecules or ions with the total composition C10H16O, from the OMol25 dataset.

```
! wB97M-V def2-TZVPD RIJCOSX def2/J DEFGRID3
* xyz 0 1
H 1.93 -3.62 -1.05
C -0.73 -1.08 -0.05
C -0.63 3.12 -1.18
H -1.67 3.06 -0.85
H 1.91 -0.34 -2.68
C 1.21 -1.55 -1.38
H -1.67 -0.55 0.09
H 1.26 2.37 -0.43
H -1.23 -3.31 2.51
C 0.14 -0.69 -1.05
H 0.76 2.47 1.90
C 1.34 -2.78 -0.73
O 2.03 -1.26 -2.43
C 0.00 2.17 1.19
C -1.34 -2.35 1.99
H 0.85 -3.90 1.00
H -0.98 2.47 1.54
H 0.11 1.13 0.88
H 0.76 3.99 0.22
C 0.63 -2.97 0.48
H -2.36 -2.39 1.59
C 0.43 3.00 -0.08
H -0.53 4.10 -1.62
H -0.60 2.41 -2.01
H 0.09 0.33 -1.40
H -1.25 -1.64 2.80
C -0.46 -2.18 0.77
*
```

Results
Structure (SMILES)   Cc1ccc(O)cc1.CCC
E_tot   -12676.1047 eV
Energy relative to the best compared isomer or geometry (same formula, charge and spin)   37.4 kcal/mol

No. 4
The following is a quantum chemistry calculation of 2 unconnected molecules or ions with the total composition C10H22, from the OMol25 dataset.

```
! wB97M-V def2-TZVPD RIJCOSX def2/J DEFGRID3
* xyz 0 1
H -3.79 1.51 1.08
H -0.97 0.71 1.36
H -1.32 -1.52 -1.41
H -2.29 -0.13 -2.14
H 1.19 -1.00 0.86
H -2.60 -2.08 0.90
H 4.30 -0.12 1.57
C -3.45 1.18 0.01
C -1.24 0.55 0.10
H -2.46 -0.49 2.27
C 3.20 1.23 0.02
H -2.81 2.13 -0.52
H 1.09 1.53 0.51
H -1.04 1.70 -0.49
H -4.18 -0.88 1.37
H 5.02 0.07 -0.16
H 3.40 -2.15 0.56
H 1.25 -1.23 -0.82
C 1.74 0.78 -0.19
C 3.24 -1.18 -0.02
H 3.31 1.01 -1.21
H -3.18 -1.64 -1.45
C 4.04 0.02 0.40
C -2.37 -0.87 -1.26
H -0.20 -0.05 -0.13
H 1.38 1.16 -1.16
C 1.73 -0.80 -0.04
H 3.52 -1.52 -1.05
C -2.98 -0.91 1.25
H -4.33 0.78 -0.53
C -2.58 -0.02 -0.06
H 3.41 2.25 0.38
*
```

Results
Structure (SMILES)   CC(C)(C)C.C1CCCC1
E_tot   -10720.4621 eV
Energy relative to the best compared isomer or geometry (same formula, charge and spin)   160.5 kcal/mol

No. 5
The following is a quantum chemistry calculation of C5H9NO in the gas phase, from the OMol25 dataset.

```
! wB97M-V def2-TZVPD RIJCOSX def2/J DEFGRID3
* xyz 0 1
C 0.22 1.03 0.31
N -0.03 0.33 1.57
H 2.92 -0.69 -1.20
H 2.08 -1.11 0.39
H 1.30 1.18 -1.58
C 1.06 0.46 -0.79
H -1.18 -1.35 -0.29
O 0.80 -0.85 -1.28
H 0.44 2.09 0.46
C 2.02 -0.63 -0.59
H -2.61 -0.98 0.71
C -1.88 -0.56 0.01
H -1.82 1.37 1.04
H 0.24 -0.64 1.47
C -1.16 0.59 0.67
H -2.42 -0.24 -0.89
*
```

Results
Structure (SMILES)   C[C@H]1N[C@H]1[C@H]1CO1
E_tot   -8866.1827 eV
Energy relative to the best compared isomer or geometry (same formula, charge and spin)   69.9 kcal/mol

No. 6
The following is a quantum chemistry calculation of C6H15NS in the gas phase, from the OMol25 dataset.

```
! wB97M-V def2-TZVPD RIJCOSX def2/J DEFGRID3
* xyz 0 1
H -0.56 2.02 -0.89
C -1.96 -1.06 0.29
H -1.97 1.38 -1.70
H 2.91 1.30 1.32
N 0.06 -0.53 -1.09
C 2.31 -0.34 0.04
H -0.51 0.38 0.78
H 1.16 1.20 1.06
C -0.92 0.03 -0.14
C 1.16 -1.27 -0.54
H 2.13 0.06 2.19
H -1.57 -1.57 1.16
H 0.84 -1.94 0.26
C -1.42 1.36 -0.76
H 3.20 -0.98 0.10
H -0.33 -0.74 -1.99
H -2.92 -0.60 0.56
S -2.35 2.26 0.53
H 2.61 0.36 -0.77
H 1.71 -1.76 -1.32
H -3.54 1.59 0.19
H -2.09 -1.78 -0.51
C 2.06 0.62 1.24
*
```

Results
Structure (SMILES)   CCCN[C@H](C)CS
E_tot   -18789.6289 eV
Energy relative to the best compared isomer or geometry (same formula, charge and spin)   22.2 kcal/mol

No. 7
The following is a quantum chemistry calculation of a molecular structure, C21H36HgO14S, from the OMol25 dataset.

```
! wB97M-V def2-TZVPD RIJCOSX def2/J DEFGRID3
* xyz 0 1
C 2.20 -2.49 0.27
C 3.22 -1.97 1.31
Hg -0.19 0.00 -0.15
O -0.91 2.99 -4.36
H 4.45 -4.54 0.03
O -0.66 -2.74 2.14
H 2.75 -1.47 2.16
H 3.58 -3.52 2.67
H 3.41 -0.51 -4.75
H 1.14 5.50 -1.11
H 3.38 -5.24 1.07
C 0.45 4.65 -1.21
H -4.20 -1.87 -0.52
H 0.75 4.00 -0.39
H 5.01 -3.06 1.73
O -1.10 2.15 -1.97
H -0.80 -1.05 4.89
H 3.16 0.07 -1.80
H 3.54 1.04 0.42
O 2.51 -3.73 -0.18
O 1.96 -1.38 -3.45
C -3.46 -1.58 0.23
H -2.49 -3.55 2.38
H -3.49 3.73 1.19
C -3.72 2.75 1.61
C -2.41 1.98 1.76
H -2.27 -1.04 4.06
C -1.51 -3.62 2.85
H 0.18 0.72 -4.98
H -3.44 1.84 4.67
H -4.10 0.59 3.62
O -2.44 1.41 2.97
C 1.55 -0.86 -5.70
H -4.13 3.70 3.42
H -1.65 4.63 -0.36
C 3.30 1.15 -1.73
C 2.99 1.63 -0.31
O -2.26 -1.06 -0.42
H -0.79 -3.62 4.85
H 3.25 2.69 -0.29
C 0.38 -0.35 -4.90
H 3.89 -1.23 0.88
H 1.21 -1.70 -6.30
H -4.29 2.22 0.85
O -1.51 4.58 -2.43
O 1.68 1.43 0.01
H 2.63 1.57 -2.48
O -1.55 1.79 0.96
C 3.94 -3.26 1.67
S -0.74 3.24 -2.90
O 0.22 -0.47 -2.45
H -3.24 -2.56 0.66
H -0.53 -0.87 -5.22
C -1.55 -3.11 4.26
H -5.40 2.68 2.88
C 2.63 -1.27 -4.72
H 1.89 -0.14 -6.45
C -3.65 1.58 3.64
C -1.05 5.04 -1.17
C -0.65 -1.57 2.68
C 0.74 -0.75 -3.48
H -2.49 -3.23 4.78
O 0.67 3.97 -2.50
H -3.89 -0.97 1.02
O 1.27 -1.81 -0.11
H 2.98 -2.28 -4.94
H 4.32 1.32 -2.09
C -1.31 -1.55 4.07
C 3.57 -4.27 0.61
H -1.09 -4.62 2.73
C -4.31 2.72 2.99
H -1.28 6.10 -1.24
O -0.23 -0.57 2.07
*
```

Results
E_tot   -66029.9926 eV
Energy relative to the best compared isomer or geometry (same formula, charge and spin)   65.9 kcal/mol

No. 8
The following is a quantum chemistry calculation of 3 unconnected molecules or ions with the total composition C4H12N2O, from the OMol25 dataset.

```
! wB97M-V def2-TZVPD RIJCOSX def2/J DEFGRID3
* xyz 0 1
C -1.59 0.30 1.04
N 0.89 0.55 -0.35
H -1.53 -0.42 -2.33
C 1.98 -0.03 0.26
H 1.07 1.52 -0.58
H -2.33 -1.88 -0.69
C -1.29 -1.58 -0.75
H 1.82 -1.08 0.52
H -2.27 -0.48 1.37
O -2.30 1.11 0.11
H 3.89 -0.01 1.16
H -1.69 1.77 -0.23
H -0.45 0.20 0.56
N -0.84 -0.85 -1.72
H -1.33 0.87 1.94
H -0.57 -2.06 -0.12
H 0.09 -0.11 -1.32
H 3.32 1.60 0.47
C 3.12 0.56 0.67
*
```

Results
E_tot   -9366.1240 eV
Energy relative to the best compared isomer or geometry (same formula, charge and spin)   116.9 kcal/mol